## w
Here is the molecule C16H21N3O2 from the Open Molecules 2025 dataset. Energies are from ωB97M-V/def2-TZVPD.

Geometry as XYZ:
```
42
Properties=species:S:1:pos:R:3:mulliken_charge:R:1
O 0.197 4.443 0.183 -0.71
C 0.065 3.354 0.807 0.23
N -0.234 3.312 2.155 -0.05
C -0.166 4.533 2.979 -0.31
C -0.280 4.766 4.465 -0.52
C 1.075 4.760 3.769 -0.59
N 0.052 2.107 0.073 -0.13
C 0.020 0.767 0.672 0.01
C -1.423 0.369 0.700 -0.89
C -1.812 -0.193 -0.612 -0.82
N -0.528 -0.876 -0.943 0.27
C -0.530 -1.983 -1.864 -0.14
C -1.486 -2.030 -2.870 -0.25
C -1.613 -3.027 -3.796 -0.77
C -0.662 -4.067 -3.801 -0.82
C 0.284 -4.143 -2.686 0.13
C 0.412 -3.091 -1.850 0.98
C 1.628 -3.301 -0.950 -0.35
C 2.129 -4.594 -1.367 -0.54
O 1.294 -4.990 -2.523 -0.51
C 0.619 -0.306 -0.284 -1.12
H -0.256 2.388 2.531 0.22
H -0.493 5.268 2.354 0.46
H -0.579 5.775 4.898 0.25
H -0.261 3.919 5.141 0.30
H 1.680 5.595 3.676 0.25
H 1.646 3.870 3.895 0.24
H 0.351 2.193 -0.873 0.27
H 0.601 0.738 1.580 0.66
H -2.135 1.043 1.050 0.54
H -1.489 -0.515 1.369 0.33
H -2.027 0.646 -1.249 0.37
H -2.680 -0.877 -0.477 0.40
H -2.268 -1.216 -3.041 0.22
H -2.331 -3.071 -4.587 0.39
H -0.560 -4.753 -4.609 0.44
H 1.417 -3.359 0.121 0.26
H 2.491 -2.560 -1.084 0.20
H 3.116 -4.638 -1.706 0.29
H 2.174 -5.245 -0.538 0.28
H 1.238 -0.995 0.371 0.13
H 1.325 -0.016 -1.079 0.41
```

- spin multiplicity = 1
- HOMO level (eV) = -7.595
- SMILES string = O=C(NC1CC1)N[C@H]1CCN(c2cccc3c2CCO3)C1
- charge = 0


## x
Here is a structure of composition C16H21N3O2 from the Open Molecules 2025 dataset. Energies are from ωB97M-V/def2-TZVPD.

Geometry as XYZ:
```
42
Properties=species:S:1:pos:R:3:mulliken_charge:R:1
C 2.891 -0.182 2.790 -2.39
C 1.568 0.285 3.020 0.76
C 1.334 1.457 3.630 -0.11
C 0.200 2.005 3.995 -1.26
C -0.728 1.197 3.691 -0.12
C -0.767 0.091 3.204 -0.09
C 0.502 -0.261 2.931 2.26
O 0.710 -1.842 2.317 -0.53
C 0.152 -2.133 1.099 -0.85
H -0.900 -2.283 1.073 0.39
C 0.132 -1.008 0.077 0.83
O 0.986 -0.104 0.259 -0.72
N -0.186 -1.233 -1.188 -0.15
C -0.580 -0.431 -2.307 0.87
C 0.532 0.244 -2.949 -0.32
N -0.178 0.972 -3.968 0.99
N -1.307 0.545 -4.190 -1.10
C -1.628 -0.251 -3.057 -0.10
C -3.044 -1.112 -2.950 -1.42
H -2.941 -2.009 -2.844 0.54
H -3.312 -0.811 -1.843 0.30
H -3.789 -0.604 -3.488 0.34
C 0.249 1.722 -5.019 -0.84
H -0.505 1.995 -5.715 0.36
H 1.206 0.986 -5.500 0.25
H 0.611 2.670 -4.695 0.28
C 2.052 0.723 -2.686 -1.00
H 2.399 -0.180 -3.154 0.39
H 2.156 1.753 -2.927 0.34
H 2.051 0.682 -1.612 0.09
H -1.106 -2.087 -1.124 0.28
H 0.754 -3.031 0.738 0.31
C -2.127 -0.791 2.879 -1.50
H -2.278 -0.658 1.870 0.39
H -1.846 -1.816 3.144 0.34
H -3.087 -0.487 3.528 0.36
H -1.872 1.480 3.945 0.04
H -0.072 3.218 4.542 0.12
H 2.261 2.095 4.047 0.06
H 3.580 0.425 3.343 0.49
H 3.054 -1.076 3.178 0.50
H 2.876 -0.157 1.915 0.61
```

- spin multiplicity = 1
- HOMO level (eV) = -8.205
- charge = 0


Which of them is the most stable, and which is the least stable? w and x, in that order.


## w
Here is the ion C5H10N with charge +1 from the Open Molecules 2025 dataset. Energies are from ωB97M-V/def2-TZVPD.

Geometry as XYZ:
```
16
Properties=species:S:1:pos:R:3:mulliken_charge:R:1
C -2.054 0.188 -0.159 -1.04
C -0.912 -0.558 0.380 -0.21
N 0.375 -0.115 -0.179 0.14
C 1.202 1.203 -0.287 -0.41
C 1.602 0.163 0.540 -0.03
C 1.464 -0.939 -0.411 -0.46
H -2.190 0.140 -1.283 0.32
H -2.915 0.037 0.507 0.34
H -1.648 1.215 -0.104 0.29
H -1.133 -1.723 0.261 0.29
H -0.861 -0.358 1.489 0.27
H 1.275 1.367 -1.298 0.34
H 0.756 2.010 0.314 0.30
H 1.701 0.137 1.620 0.29
H 1.999 -0.884 -1.387 0.25
H 1.339 -1.884 -0.005 0.34
```

- spin multiplicity = 1
- HOMO level (eV) = -15.851
- SMILES string = CC[N@+]12C[C@H]1C2
- charge = +1


## x
Here is the ion C5H10N with charge +1 from the Open Molecules 2025 dataset. Energies are from ωB97M-V/def2-TZVPD.

Geometry as XYZ:
```
16
Properties=species:S:1:pos:R:3:mulliken_charge:R:1
C -1.388 0.156 -0.395 -0.70
C -1.253 0.695 0.999 -0.60
C 1.004 1.201 -0.524 -0.78
C 1.169 -1.193 -0.812 -0.52
C -0.006 0.373 0.222 0.55
N 0.594 -0.906 0.602 -0.11
H -1.740 -0.982 -0.397 0.21
H -1.832 0.745 -1.056 0.40
H -1.604 1.781 1.122 0.27
H -1.498 0.097 1.869 0.23
H 1.795 1.746 0.056 0.28
H 0.765 1.603 -1.468 0.34
H 0.394 -1.360 -1.500 0.33
H 2.112 -1.613 -0.811 0.33
H -0.032 -1.611 0.961 0.35
H 1.519 -0.733 1.133 0.40
```

- spin multiplicity = 1
- HOMO level (spin up / spin down) (eV) = -13.761 / -14.118
- charge = +1


## y
Here is a cluster of 2 separate species, C5H10N in total from the Open Molecules 2025 dataset. Energies are from ωB97M-V/def2-TZVPD.

Geometry as XYZ:
```
16
Properties=species:S:1:pos:R:3:mulliken_charge:R:1
C -2.582 -1.383 -0.010 -0.59
C -1.044 0.627 -0.439 0.47
C -0.341 1.859 -0.554 -0.97
C 2.260 -0.799 0.908 -0.50
C 2.755 0.040 -0.005 -0.67
N -1.780 -0.251 -0.247 0.12
H -2.340 -1.875 0.912 0.32
H -3.573 -0.905 0.206 0.32
H -0.241 2.227 -1.646 0.34
H -1.042 2.606 -0.265 0.36
H 0.614 1.914 0.077 0.32
H 1.581 -1.605 0.911 0.33
H 2.458 -0.679 1.925 0.27
H -2.683 -2.205 -0.791 0.30
H 3.700 0.529 -0.018 0.31
H 2.257 -0.102 -0.966 0.27
```

- spin multiplicity = 1
- HOMO level (eV) = -13.261
- charge = +1


Which of them is the most stable, and which is the least stable? y and x, in that order.


## w
Here is the ion C5H6NO with charge +1 from the Open Molecules 2025 dataset. Energies are from ωB97M-V/def2-TZVPD.

Geometry as XYZ:
```
13
Properties=species:S:1:pos:R:3:mulliken_charge:R:1
C -2.218 1.484 2.230 0.02
C -0.434 -0.222 2.617 0.13
C 0.400 -0.823 1.773 -0.37
C -0.164 0.243 -0.306 0.25
C 0.280 0.496 -1.744 -0.82
N -1.332 0.718 2.252 -0.12
O 0.542 -0.537 0.382 -0.18
H -0.521 -0.618 3.716 0.33
H 0.998 -1.785 1.840 0.38
H -1.180 0.428 -0.052 0.43
H 1.252 0.022 -1.748 0.28
H 0.152 1.640 -1.785 0.35
H -0.474 -0.104 -2.307 0.31
```

- spin multiplicity = 1
- HOMO level (eV) = -15.243
- charge = +1


## x
Here is the ion C5H6NO with charge +1 from the Open Molecules 2025 dataset. Energies are from ωB97M-V/def2-TZVPD.

Geometry as XYZ:
```
13
Properties=species:S:1:pos:R:3:mulliken_charge:R:1
C -0.182 0.316 -0.012 -0.46
C -1.877 0.402 -0.048 0.55
C -3.210 1.201 0.004 -0.46
C 1.038 -0.022 -0.033 0.84
C 2.430 -0.304 -0.067 -1.14
N -2.345 -0.841 -0.106 -0.05
O -1.640 -1.872 0.050 -0.15
H -3.234 2.246 0.264 0.31
H -4.071 0.596 -0.209 0.33
H -0.660 -1.683 0.196 0.29
H 2.597 -1.354 -0.311 0.30
H 2.882 -0.081 0.901 0.32
H 2.909 0.321 -0.823 0.31
```

- spin multiplicity = 1
- HOMO level (spin up / spin down) (eV) = -14.616 / -14.617
- charge = +1


## y
Here is the ion C5H6NO with charge +1 from the Open Molecules 2025 dataset. Energies are from ωB97M-V/def2-TZVPD.

Geometry as XYZ:
```
13
Properties=species:S:1:pos:R:3:mulliken_charge:R:1
C 2.603 0.773 -0.274 -0.12
N 1.490 0.435 0.220 -0.03
C 0.667 -0.588 -0.289 -0.57
C -0.801 -0.466 0.047 -0.33
C -1.969 -0.344 0.289 0.68
C -3.422 -0.093 0.341 -0.15
O -4.073 0.527 -0.449 -0.36
H 3.245 1.484 0.274 0.28
H 3.044 0.219 -1.276 0.27
H 1.343 1.077 1.074 0.36
H 0.827 -1.486 0.298 0.27
H 0.883 -0.818 -1.315 0.40
H -3.835 -0.722 1.061 0.30
```

- spin multiplicity = 1
- HOMO level (eV) = -13.865
- SMILES string = C=[NH+]CC#CC=O
- charge = +1


Which of them is the most stable, and which is the least stable? y and x, in that order.


## w
Here is a structure of composition C4H13N3 from the Open Molecules 2025 dataset. Energies are from ωB97M-V/def2-TZVPD.

Geometry as XYZ:
```
20
Properties=species:S:1:pos:R:3:mulliken_charge:R:1
C 0.953 1.340 -1.486 -0.57
C 0.184 0.166 -0.806 -0.28
C 0.849 -0.133 0.532 -0.62
N -1.814 -0.931 3.272 -0.29
C -1.323 -1.661 2.272 0.10
N -0.149 -1.339 1.695 -0.48
N 0.664 1.406 -3.006 -0.36
H 0.585 2.324 -1.205 0.35
H 2.026 1.147 -1.389 0.41
H -0.864 0.375 -0.700 0.34
H 0.360 -0.784 -1.301 0.39
H 0.552 0.530 1.355 0.31
H 1.910 -0.416 0.604 0.42
H -2.791 -1.187 3.433 0.30
H -1.543 0.034 3.412 0.27
H -1.781 -2.661 2.058 0.35
H 0.300 -2.227 1.474 0.27
H 0.767 0.423 -3.300 0.38
H 1.366 1.933 -3.563 0.38
H -0.251 1.659 -3.351 0.35
```

- spin multiplicity = 1
- HOMO level (eV) = -17.776
- charge = +2


## x
Here is a cluster of 2 separate species, C4H13N3 in total from the Open Molecules 2025 dataset. Energies are from ωB97M-V/def2-TZVPD.

Geometry as XYZ:
```
20
Properties=species:S:1:pos:R:3:mulliken_charge:R:1
C -1.925 0.103 -0.229 0.28
C -0.372 1.829 0.559 -1.00
C 1.491 -0.672 1.305 -0.75
C 1.510 -0.278 -1.173 -0.84
N -2.405 -0.997 -0.753 -0.18
N -0.796 0.547 0.118 0.09
N 0.682 -0.754 0.015 -0.24
H -2.643 0.985 -0.291 0.37
H 0.598 2.130 0.244 0.39
H -0.701 1.947 1.701 0.40
H -0.786 2.646 -0.041 0.42
H 1.009 -1.355 2.137 0.35
H 2.584 -1.069 1.100 0.38
H 1.519 0.424 1.567 0.36
H 1.945 -1.276 -1.555 0.41
H 0.890 0.041 -1.990 0.37
H 2.354 0.336 -0.904 0.39
H -3.342 -1.172 -0.843 0.25
H -1.860 -1.734 -0.938 0.13
H 0.248 -1.681 -0.030 0.43
```

- spin multiplicity = 1
- HOMO level (eV) = -19.942
- charge = +2


Which of them is the most stable, and which is the least stable? w and x, in that order.